(1)
C24H72IO12S12Ti | ωB97M-V/def2-TZVPD

Each line ends with the Löwdin charge.
Element x y z (Å)
Ti (18.46431, 16.91271, 13.66952)  0.992
I (14.30054, 15.19841, 11.69133)  0.129
C (21.82915, 14.47834, 12.65698)  -0.202
S (20.59172, 15.45838, 11.76816)  1.066
O (20.25775, 16.49374, 13.06753)  -0.624
C (21.61428, 16.45062, 10.67581)  -0.196
H (21.30292, 13.76218, 13.36713)  0.083
H (22.42018, 15.11612, 13.26354)  0.052
H (22.46916, 13.87562, 11.97639)  0.098
H (21.60693, 15.92516, 9.70423)  0.091
H (22.63350, 16.58909, 10.98425)  0.074
H (21.20856, 17.42350, 10.57070)  0.051
C (13.52991, 23.01296, 12.83657)  -0.239
S (14.73221, 22.01172, 11.93282)  0.873
O (15.17557, 20.93174, 12.87853)  -0.621
C (13.51768, 21.13928, 10.80540)  -0.189
H (13.96095, 23.44243, 13.72332)  0.054
H (12.75050, 22.30068, 13.09945)  0.054
H (13.10647, 23.77066, 12.16970)  0.071
H (13.22781, 21.94536, 10.11294)  0.072
H (12.67097, 20.83511, 11.33423)  0.041
H (13.94957, 20.39695, 10.19543)  0.006
C (21.65996, 19.75409, 14.25742)  -0.180
S (20.14866, 19.67438, 13.19745)  1.055
O (19.15275, 18.65934, 14.01935)  -0.635
C (19.24177, 21.24688, 13.59914)  -0.152
H (21.18294, 19.88459, 15.26273)  0.087
H (22.31695, 20.55720, 13.90264)  0.083
H (22.11108, 18.76926, 14.21308)  0.050
H (19.85365, 21.92337, 14.17918)  0.071
H (18.35704, 20.94254, 14.15135)  0.065
H (18.84494, 21.62329, 12.67205)  0.056
C (15.57792, 17.85182, 16.57451)  -0.226
S (15.61005, 17.16638, 14.97004)  0.984
O (16.80993, 17.65913, 14.04338)  -0.571
C (14.19464, 17.96766, 14.44007)  -0.244
H (16.09316, 17.14233, 17.20755)  0.029
H (14.58315, 18.12846, 16.88473)  0.075
H (16.14779, 18.79859, 16.60969)  0.100
H (14.45929, 18.94671, 14.14990)  0.045
H (13.51824, 17.85823, 15.28512)  0.064
H (13.75426, 17.42500, 13.59548)  0.000
C (11.25005, 10.03011, 12.44576)  -0.243
S (11.39805, 9.57046, 10.68718)  0.791
O (12.51871, 8.64643, 10.75961)  -0.576
C (9.81287, 8.63549, 10.49526)  -0.239
H (11.63424, 9.22567, 13.02133)  0.021
H (10.26359, 10.28329, 12.64222)  0.026
H (11.82969, 10.93760, 12.50273)  0.028
H (8.94471, 9.33803, 10.37239)  0.068
H (9.61583, 8.12223, 11.45337)  0.028
H (9.94853, 7.93830, 9.66265)  0.051
C (16.14492, 13.20100, 13.79882)  -0.326
S (17.23221, 14.09364, 12.79548)  0.868
O (17.96019, 15.06322, 13.88677)  -0.656
C (18.46746, 12.86460, 12.59825)  -0.266
H (16.64033, 12.83444, 14.73282)  0.101
H (15.79003, 12.41389, 13.12023)  0.084
H (15.31476, 13.81402, 14.08415)  -0.027
H (18.08071, 11.79422, 12.80148)  0.110
H (19.20600, 13.24978, 13.29968)  0.025
H (18.98118, 12.87601, 11.59704)  0.068
C (11.67078, 5.56823, 12.87543)  -0.226
S (10.85141, 6.34872, 14.33790)  0.832
O (10.12636, 7.51468, 13.78687)  -0.567
C (9.72686, 4.95869, 14.43424)  -0.277
H (10.80043, 5.34398, 12.29327)  0.033
H (12.22657, 4.61561, 13.04167)  0.079
H (12.25879, 6.31356, 12.41746)  0.014
H (10.39275, 4.10904, 14.57532)  0.054
H (9.21891, 4.82326, 13.52184)  0.039
H (9.06915, 4.98948, 15.33011)  0.072
C (13.04994, 18.03987, 5.66625)  -0.259
S (13.63999, 16.89483, 6.96385)  0.858
O (14.07887, 17.92430, 8.04970)  -0.626
C (12.10353, 16.10164, 7.45599)  -0.248
H (12.24824, 18.77757, 6.04382)  0.097
H (12.68660, 17.45142, 4.80969)  0.054
H (13.98125, 18.53893, 5.32227)  0.054
H (11.23024, 16.74457, 7.41325)  0.065
H (12.29096, 15.59705, 8.35514)  0.020
H (11.91258, 15.45182, 6.60525)  0.057
C (18.14252, 10.39601, 8.01963)  -0.243
S (17.15892, 10.00283, 9.47898)  0.860
O (17.71896, 10.92783, 10.49620)  -0.607
C (15.63316, 10.81873, 9.01627)  -0.243
H (19.08838, 9.98725, 8.20081)  0.026
H (18.05324, 11.46289, 7.91591)  0.048
H (17.81001, 9.85872, 7.11064)  0.077
H (15.40278, 10.35249, 8.05349)  0.061
H (15.76152, 11.88320, 8.98353)  0.051
H (14.80996, 10.46305, 9.62194)  0.042
C (15.80518, 18.68330, 11.15243)  -0.226
S (17.41468, 18.02185, 10.58894)  1.020
O (18.12048, 17.13734, 11.70899)  -0.658
C (16.69853, 16.81031, 9.57397)  -0.297
H (15.33665, 19.29379, 10.34498)  0.065
H (15.97210, 19.37049, 11.94754)  -0.004
H (15.25183, 17.75826, 11.29596)  -0.044
H (17.49218, 16.53618, 8.85597)  0.079
H (15.94225, 17.36434, 9.00520)  0.035
H (16.29406, 16.03186, 10.17650)  -0.085
C (13.48136, 12.92463, 16.71424)  -0.268
S (13.58180, 14.57659, 17.35768)  0.915
O (14.86769, 15.21388, 16.79221)  -0.656
C (12.12647, 15.20098, 16.31242)  -0.194
H (14.41646, 12.49207, 17.05748)  0.054
H (13.33402, 12.88660, 15.66449)  0.041
H (12.57742, 12.45400, 17.14729)  0.083
H (12.40007, 15.06917, 15.23950)  0.065
H (11.97385, 16.27841, 16.57846)  0.061
H (11.33956, 14.57986, 16.63887)  0.032
C (20.38363, 16.18507, 17.62260)  -0.199
S (19.36298, 15.46541, 16.35300)  0.950
O (18.89388, 16.76313, 15.70043)  -0.591
C (17.96049, 14.93732, 17.19440)  -0.248
H (19.93834, 17.16480, 17.88518)  0.087
H (21.45470, 16.28313, 17.24681)  0.096
H (20.41396, 15.51538, 18.44926)  0.057
H (17.62201, 15.65440, 17.94555)  0.084
H (18.09301, 14.00149, 17.68251)  0.075
H (17.14658, 14.78116, 16.45770)  0.044

Atomic forces in eV per Å
Ti -0.321 0.238 -0.287
I -0.418 0.052 0.231
C -0.737 -2.054 -0.088
S 0.351 1.798 3.047
O 1.300 -2.063 -2.645
C 0.194 -1.040 -0.558
H 0.401 0.921 -1.104
H 0.558 0.897 0.289
H -0.544 0.480 0.205
H -0.078 0.238 0.351
H 0.455 -0.337 0.556
H -0.924 0.812 -0.139
C -0.622 -0.699 -0.854
S -0.708 -0.809 -0.692
O 0.295 0.119 0.647
C 0.989 3.344 -0.283
H 0.398 0.163 0.153
H -0.159 0.142 0.273
H 0.207 -0.028 0.141
H -0.160 -0.220 0.111
H -1.179 -0.718 1.004
H 0.591 -0.857 -0.318
C -1.979 -0.006 0.612
S -1.552 -0.665 1.469
O 2.201 2.214 -1.218
C 0.124 -1.074 -0.095
H 0.949 0.238 -0.651
H -0.267 -0.167 0.230
H 0.146 -0.031 -0.200
H 0.182 0.204 -0.159
H 0.150 -0.283 0.336
H 0.366 0.469 -0.436
C 2.479 1.773 0.920
S 0.303 -2.639 -0.755
O -1.500 0.839 1.133
C -1.461 -0.900 -1.224
H -0.384 0.031 0.331
H -0.206 -0.520 0.072
H -0.087 -0.251 -0.226
H -0.068 1.565 -0.105
H -0.131 0.419 -0.226
H 0.266 0.073 -0.032
C 0.744 0.792 -1.859
S -2.009 1.154 0.568
O 1.819 -1.736 -0.571
C -0.212 0.459 1.063
H 0.117 -0.651 0.444
H -1.948 0.247 0.730
H 0.472 0.235 0.316
H 1.009 -0.469 -0.325
H 0.285 -0.167 -0.481
H -0.170 0.260 0.139
C -0.122 -1.012 1.150
S 0.257 1.325 -0.065
O -0.433 -0.409 -0.985
C 1.187 -1.839 -0.544
H -0.086 -0.020 -1.006
H -0.030 -0.080 0.375
H -0.435 0.525 -0.088
H 0.765 1.841 -0.338
H 0.120 -0.733 0.459
H -1.100 -0.024 0.738
C -0.397 -0.827 1.090
S 0.660 -1.181 -0.243
O -0.282 0.465 -0.252
C 0.378 -0.277 2.240
H -0.234 -0.071 -0.847
H -0.331 0.907 0.295
H 0.783 0.808 -0.616
H 0.009 -0.198 0.070
H -0.887 0.075 -1.001
H 0.288 0.271 -0.783
C -0.404 0.122 -0.123
S 0.227 2.684 1.074
O -0.337 -1.599 -0.862
C -0.167 0.988 -2.225
H 1.436 -1.265 -0.410
H -0.104 0.201 0.294
H -0.735 -0.053 0.385
H 0.148 0.491 0.709
H -0.014 -0.754 1.235
H 0.171 -0.710 0.144
C -1.987 -0.711 -0.768
S -0.570 -0.033 -0.450
O 0.794 0.648 1.318
C -0.141 -1.793 -1.020
H 1.666 -0.018 0.525
H 0.460 0.417 -0.213
H -0.297 0.394 0.466
H -0.092 0.537 -0.311
H 0.053 0.456 -0.034
H 0.025 0.217 0.669
C 0.833 -0.432 -0.934
S -0.382 0.613 0.371
O -0.360 0.323 0.779
C 1.464 0.736 -2.085
H 0.912 -0.929 0.095
H -0.096 0.087 1.006
H -0.572 0.254 0.591
H -0.442 -0.435 0.349
H -0.404 -0.290 -0.062
H -0.428 -0.702 0.363
C -0.404 -0.211 1.176
S -0.336 1.399 -1.363
O -1.314 -0.901 0.382
C 2.497 1.182 0.232
H -0.157 -0.592 -0.119
H 0.295 0.169 -1.116
H 0.698 0.046 0.177
H -0.270 0.055 0.781
H -0.057 -1.046 -0.249
H -1.220 -0.485 0.136
C 1.180 0.579 -0.574
S 1.358 -0.195 -0.066
O -0.534 0.632 -1.682
C -1.838 0.148 0.349
H 0.296 -0.605 -0.082
H -1.521 0.027 0.292
H -0.022 -0.480 0.853
H 0.111 0.109 -0.150
H 0.494 -0.880 0.399
H 0.452 0.265 0.260

E_tot (eV): -211835.61775
Charge: +3
Largest force on an atom (eV/A): 3.6
HOMO energy (Eh): -0.46176
Orbital gap (eV): 4.3

(2)
C24H72O12S12 | ωB97M-V/def2-TZVPD

Each line ends with the Löwdin charge.
Element x y z (Å)
C (2.58390, -2.50524, -1.62057)  -0.263
S (2.55667, -2.67699, -3.43580)  0.885
O (2.32823, -1.30846, -4.05434)  -0.566
C (4.33385, -3.09536, -3.57096)  -0.259
H (2.97871, -3.46633, -1.30372)  0.030
H (1.56287, -2.24346, -1.36215)  0.031
H (3.28531, -1.71808, -1.34870)  0.041
H (4.67516, -3.95279, -2.98538)  0.049
H (4.94511, -2.23661, -3.28048)  0.053
H (4.66528, -3.34445, -4.58075)  0.052
C (-3.43733, 1.61417, 2.81496)  -0.255
S (-3.80529, 1.47226, 4.58945)  0.838
O (-3.71297, 2.87423, 5.13100)  -0.579
C (-2.34060, 0.47224, 4.97206)  -0.276
H (-3.50447, 0.58631, 2.45545)  0.020
H (-2.44336, 2.02467, 2.66639)  0.026
H (-4.15310, 2.21922, 2.26467)  0.018
H (-2.11082, -0.07165, 4.05298)  0.021
H (-2.56093, -0.30227, 5.70180)  0.049
H (-1.55361, 1.17557, 5.23092)  0.009
C (-4.38895, 2.44962, -5.00632)  -0.266
S (-3.07977, 1.55533, -5.88372)  0.823
O (-2.22263, 0.91426, -4.83255)  -0.559
C (-4.11290, 0.22073, -6.53767)  -0.258
H (-4.00870, 3.42869, -4.71838)  0.048
H (-4.78255, 1.89053, -4.16068)  0.051
H (-5.19945, 2.66575, -5.70770)  0.049
H (-5.10857, 0.55283, -6.83247)  0.048
H (-4.29080, -0.53711, -5.77203)  0.060
H (-3.57853, -0.25147, -7.35884)  0.046
C (1.72240, -4.88861, 3.89674)  -0.250
S (0.56295, -5.34567, 2.56125)  0.827
O (-0.79081, -5.19285, 3.19919)  -0.566
C (0.77515, -3.86949, 1.50882)  -0.258
H (2.75926, -4.83993, 3.55355)  0.037
H (1.69158, -5.65562, 4.66702)  0.055
H (1.45845, -3.91284, 4.29684)  0.026
H (0.98963, -2.99534, 2.12623)  0.032
H (-0.22089, -3.66995, 1.10707)  0.035
H (1.49068, -3.93695, 0.69464)  0.019
C (-0.24705, 0.16611, -1.61100)  -0.247
S (-0.48483, 1.04101, -0.03822)  0.866
O (-1.98265, 0.98337, 0.10378)  -0.576
C (0.16496, -0.37260, 0.95202)  -0.228
H (-0.40711, -0.90841, -1.50207)  0.049
H (0.78118, 0.25969, -1.97892)  0.022
H (-0.85914, 0.52869, -2.43691)  0.050
H (1.05027, -0.79106, 0.46550)  0.019
H (-0.60560, -1.14200, 0.90316)  0.043
H (0.46698, -0.04019, 1.94086)  0.019
C (0.52467, 2.02694, -7.89824)  -0.268
S (1.12156, 0.45233, -7.22356)  0.808
O (2.49515, 0.09142, -7.72212)  -0.576
C (1.25219, 0.99058, -5.49528)  -0.264
H (0.66879, 2.07751, -8.97415)  0.049
H (0.99895, 2.86862, -7.38796)  0.050
H (-0.54587, 2.12460, -7.70781)  0.022
H (1.52410, 0.27405, -4.72487)  -0.002
H (0.25753, 1.36678, -5.23769)  0.030
H (1.94334, 1.83532, -5.46304)  0.047
C (-5.29837, 1.81311, -0.25786)  -0.246
S (-6.58425, 2.98848, 0.38172)  0.826
O (-6.12918, 3.58364, 1.67320)  -0.556
C (-6.17591, 4.28826, -0.84170)  -0.256
H (-5.37155, 0.95887, 0.40742)  0.023
H (-4.35432, 2.32484, -0.06638)  0.044
H (-5.46051, 1.64716, -1.31671)  0.041
H (-5.26251, 4.72837, -0.43818)  0.055
H (-6.94861, 5.05143, -0.85383)  0.044
H (-5.96818, 3.85480, -1.81751)  0.032
C (5.80864, -1.56561, 1.97056)  -0.243
S (4.16159, -2.34523, 2.13402)  0.820
O (3.16836, -1.48928, 1.41996)  -0.554
C (4.59402, -3.77351, 1.07089)  -0.257
H (5.79872, -0.57193, 2.41715)  0.050
H (6.02711, -1.47519, 0.90595)  0.048
H (6.62867, -2.10663, 2.44405)  0.060
H (5.18543, -4.36276, 1.77805)  0.054
H (5.25273, -3.59104, 0.21996)  0.051
H (3.72290, -4.30972, 0.70892)  0.028
C (4.15153, 3.68739, -2.95897)  -0.269
S (2.88453, 2.85784, -1.96087)  0.829
O (1.66162, 3.02247, -2.79935)  -0.555
C (3.59940, 1.20144, -2.18085)  -0.274
H (3.87962, 4.72701, -3.14142)  0.051
H (4.32197, 3.25140, -3.94240)  0.057
H (5.07225, 3.70387, -2.36869)  0.048
H (4.60690, 1.07818, -1.76887)  0.058
H (3.79908, 0.94400, -3.22866)  0.055
H (3.00525, 0.36868, -1.80511)  0.010
C (-0.24811, 3.83687, 2.60010)  -0.233
S (0.43322, 2.63770, 3.79292)  0.810
O (1.42674, 1.82366, 3.00782)  -0.566
C (1.31982, 3.75837, 4.91251)  -0.237
H (-1.00387, 4.46691, 3.07923)  0.066
H (-0.67064, 3.33290, 1.73922)  0.019
H (0.52621, 4.56414, 2.34493)  0.054
H (1.55416, 4.69905, 4.40120)  0.047
H (2.26712, 3.28806, 5.15725)  0.042
H (0.67346, 4.09357, 5.72164)  0.057
C (-4.05474, -1.74365, 0.23182)  -0.248
S (-3.39269, -2.74035, 1.61431)  0.807
O (-3.26017, -1.83865, 2.78732)  -0.554
C (-4.82857, -3.81874, 1.87202)  -0.246
H (-4.12888, -2.35588, -0.66775)  0.057
H (-3.33527, -0.95907, -0.01847)  0.018
H (-4.97427, -1.25874, 0.55519)  0.041
H (-4.72852, -4.70836, 1.25103)  0.049
H (-5.73372, -3.30600, 1.53824)  0.045
H (-4.93932, -4.07611, 2.92098)  0.057
C (3.73428, -0.15413, 5.38063)  -0.259
S (2.61903, -1.24601, 6.27997)  0.838
O (3.14154, -2.62989, 5.99971)  -0.577
C (1.18316, -1.08122, 5.13427)  -0.231
H (3.74530, -0.48641, 4.34168)  0.020
H (4.74469, -0.24108, 5.77105)  0.053
H (3.34904, 0.86551, 5.36417)  0.040
H (1.53138, -1.30181, 4.13110)  0.040
H (0.73703, -0.09402, 5.26779)  0.030
H (0.46011, -1.74859, 5.60232)  0.054

Atomic forces in eV per Å
C 0.442 0.278 -1.330
S 0.238 0.623 -0.505
O 0.703 -1.647 1.048
C 0.847 0.256 -0.272
H -0.473 -0.065 0.477
H 0.053 -0.288 0.459
H -0.099 0.021 0.119
H -0.619 0.025 0.322
H -0.265 0.137 0.147
H -0.669 0.197 -0.224
C -0.152 -0.577 0.215
S -0.818 0.832 -0.715
O 0.558 -0.775 0.194
C -0.070 0.011 -0.595
H 0.278 0.028 -0.193
H 0.146 -0.103 0.074
H -0.236 0.209 0.545
H 0.186 0.103 0.043
H -0.031 0.381 0.410
H 0.117 -0.203 0.208
C -0.298 0.424 -0.567
S -0.162 -0.521 0.838
O -0.180 0.367 -0.482
C -0.363 -0.336 0.149
H 0.245 -0.196 0.294
H 0.241 -0.132 0.051
H 0.037 -0.180 -0.056
H 0.228 0.289 -0.348
H 0.363 0.176 0.246
H -0.052 0.096 -0.083
C 0.319 -0.027 -0.481
S -0.259 0.377 0.724
O 0.613 -0.098 -0.509
C -0.563 0.538 0.503
H -0.092 0.003 -0.254
H -0.309 -0.001 -0.016
H -0.177 -0.063 0.065
H 0.234 -0.096 0.044
H -0.006 -0.337 -0.131
H 0.118 -0.319 0.107
C 1.045 -0.190 -0.730
S -0.487 -1.611 -0.688
O 0.183 0.421 0.430
C 0.263 0.292 -0.649
H -0.375 0.082 0.305
H 0.009 0.209 0.246
H -0.310 0.358 0.409
H 0.079 0.319 0.021
H -0.222 0.183 0.346
H -0.311 -0.020 0.114
C 0.163 0.561 0.452
S 0.209 -1.365 0.486
O -0.641 0.831 0.097
C -0.467 1.227 -0.231
H 0.265 -0.210 0.010
H 0.220 -0.012 -0.239
H -0.005 -0.334 0.125
H 0.030 -0.349 -0.815
H -0.024 0.042 -0.033
H 0.055 -0.001 -0.016
C -0.335 1.301 1.201
S 0.269 0.407 -0.672
O 0.048 -0.547 -0.277
C 0.266 -0.270 0.438
H 0.063 -0.304 -0.375
H 0.173 -0.217 -0.214
H -0.088 -0.356 0.033
H 0.030 -0.002 -0.052
H -0.129 -0.126 -0.103
H -0.256 0.104 -0.101
C 0.064 0.275 -0.297
S 0.214 -0.171 -0.595
O 0.462 -0.033 0.030
C 0.682 0.016 0.507
H -0.345 -0.022 0.012
H -0.067 0.099 -0.003
H -0.338 -0.384 0.103
H -0.226 -0.421 -0.156
H -0.139 0.571 0.013
H -0.187 -0.010 0.430
C 0.674 0.371 0.441
S 0.254 0.320 -0.994
O -0.045 -0.596 0.400
C 0.749 -0.971 -0.877
H -0.384 -0.064 0.330
H -0.190 -0.454 0.170
H 0.078 -0.111 -0.171
H -0.195 0.609 0.603
H -0.605 0.428 -0.160
H -0.352 0.524 0.275
C 0.292 1.021 0.961
S -0.407 -0.353 -0.677
O 0.021 0.457 0.502
C -0.074 1.167 -1.067
H -0.265 -0.466 0.170
H 0.118 -0.208 -0.001
H 0.257 -0.448 -0.396
H 0.187 -0.226 -0.257
H -0.210 -0.198 0.450
H 0.102 -0.673 0.352
C 0.436 0.022 0.257
S 0.408 -0.108 -0.529
O -0.272 0.212 0.110
C -0.575 0.381 -0.558
H -0.432 -0.195 0.171
H 0.185 -0.021 0.390
H -0.201 -0.252 -0.159
H 0.230 -0.062 0.125
H 0.016 0.088 0.179
H 0.361 0.002 0.046
C -0.246 0.040 -0.612
S -0.058 -0.598 -0.987
O -0.151 0.488 0.286
C 0.400 0.446 1.677
H -0.051 -0.128 -0.007
H -0.104 0.118 0.314
H 0.132 0.048 0.277
H -0.275 -0.089 -0.109
H 0.263 0.174 -0.417
H 0.015 -0.446 -0.594

E_tot (eV): -180637.39240
Charge: 0
Largest force on an atom (eV/A): 2.1
HOMO energy (Eh): -0.28805
Orbital gap (eV): 7.7